# 1
DFT (wB97M-V/def2-TZVPD) results for a single C6H12O molecule at a distorted geometry.

Calculated values
Relative energy (zero: lowest compared OMol25 entry of this formula, charge and spin) ... 2.664 eV
Structure (SMILES) ... CC[C@@]1(C)C[C@H]1O
E_tot ... -8461.6901 eV
HOMO level ... -8.360 eV

Last column: natural (NBO) charge in e.
CARTESIAN COORDINATES (ANGSTROEM)
C1 1.8406 0.8045 -0.3998  -0.6062
C2 1.1038 -0.2346 0.5385  -0.3891
C3 -0.3767 -0.6431 0.2924  -0.1004
C4 -0.7110 -1.7123 -0.7721  -0.6117
C5 -1.6387 -0.1451 0.9808  -0.4204
C6 -0.9772 0.7621 0.0468  0.0795
O1 -0.5164 1.9038 0.7237  -0.7048
H1 1.5579 1.8620 -0.3183  0.1796
H2 1.8155 0.5627 -1.4699  0.2029
H3 2.8977 0.8008 -0.1032  0.2155
H4 1.2173 0.1447 1.5543  0.2234
H5 1.6866 -1.1400 0.4183  0.2031
H6 -0.3658 -1.3615 -1.7450  0.2008
H7 -0.2824 -2.7176 -0.6199  0.2193
H8 -1.7963 -1.8857 -0.8641  0.2109
H9 -1.6653 0.1668 2.0169  0.2318
H10 -2.5749 -0.5284 0.5907  0.2223
H11 -1.2008 0.8900 -1.0009  0.1732
H12 -0.0139 2.4709 0.1308  0.4703



# 2
DFT (wB97M-V/def2-TZVPD) results for 2 unconnected molecules or ions with the total composition C6H12O at a distorted geometry.

Calculated values
Relative energy (zero: lowest compared OMol25 entry of this formula, charge and spin) ... 2.060 eV
Structure (SMILES) ... C=CC=C(C)C.O
E_tot ... -8462.2937 eV
HOMO level ... -8.827 eV

Last column: natural (NBO) charge in e.
CARTESIAN COORDINATES (ANGSTROEM)
C1 1.4628 -0.6667 0.2927  -0.6744
C2 0.6586 0.2996 -0.5483  0.0686
C3 -0.5947 0.6897 -0.2283  -0.2897
C4 -1.2053 0.5958 1.1039  -0.2074
C5 -1.3541 1.6670 1.8971  -0.3931
C6 1.1292 0.5266 -1.9709  -0.6489
H1 0.8184 -1.1956 0.9986  0.2205
H2 2.1384 -0.1150 0.9547  0.2337
H3 2.0179 -1.3951 -0.2943  0.2234
H4 -0.8986 1.5761 -0.7948  0.2039
H5 -1.5153 -0.3843 1.4598  0.1876
H6 -1.2817 2.6536 1.4657  0.2040
H7 -1.6262 1.3981 2.9099  0.2072
H8 0.5165 -0.0698 -2.6497  0.2287
H9 2.1568 0.2113 -2.1332  0.2142
H10 0.9568 1.5634 -2.2618  0.2206
H11 -1.6950 -2.5685 0.4112  0.4587
H12 -0.6185 -1.9627 -0.3499  0.4684
O1 -1.0662 -2.8236 -0.2625  -0.9259